# 1
This record from the OMol25 dataset describes 3 unconnected molecules or ions with the total composition C36H56F5N3O7 at a distorted geometry. The level of theory is ωB97M-V/def2-TZVPD.

```
107
C36H56F5N3O7 (ωB97M-V/def2-TZVPD)
N 1.85 -3.59 5.31
C 0.40 -3.60 5.22
C -0.19 -3.72 3.78
C 0.24 -2.55 2.97
C 1.30 -2.53 2.16
C 2.22 -3.66 1.86
C 1.98 -4.19 0.42
C 0.63 -4.03 -0.16
O 1.20 -5.32 0.30
C 1.60 -1.26 1.46
O 2.30 -1.23 0.48
C 1.05 0.01 2.01
C 1.83 1.21 1.59
C 3.29 1.09 2.13
C 4.38 1.22 1.06
C 4.36 2.53 0.30
F 5.63 2.99 0.19
F 3.68 3.49 0.97
C 3.80 2.45 -1.17
F 3.20 1.29 -1.44
F 2.92 3.43 -1.39
F 4.79 2.58 -2.05
C -0.05 0.01 2.78
C -0.65 1.30 3.29
C -2.16 1.32 3.56
C -2.99 1.20 2.30
C -3.84 0.11 2.11
C -4.61 -0.02 0.97
C -4.57 0.95 -0.03
C -3.75 2.07 0.16
C -2.96 2.18 1.30
C -0.63 -1.33 3.09
O -1.75 -1.49 3.49
H 2.27 -4.34 4.80
H 2.22 -2.70 5.01
H 0.06 -2.63 5.58
H -0.02 -4.37 5.86
H 0.10 -4.66 3.31
H -1.27 -3.72 3.90
H 3.25 -3.33 1.87
H 2.03 -4.51 2.50
H 2.80 -4.09 -0.27
H 0.53 -3.96 -1.23
H -0.23 -4.04 0.50
H 1.87 1.28 0.51
H 1.43 2.14 1.99
H 3.48 1.87 2.86
H 3.46 0.15 2.64
H 4.41 0.36 0.39
H 5.33 1.21 1.58
H -0.45 2.13 2.62
H -0.15 1.56 4.23
H -2.47 0.56 4.26
H -2.42 2.28 4.03
H -3.93 -0.66 2.86
H -5.24 -0.89 0.84
H -5.18 0.84 -0.92
H -3.74 2.83 -0.60
H -2.34 3.06 1.40
C 3.31 4.42 -4.58
O 2.13 5.19 -4.58
C 1.96 5.98 -3.41
C 2.06 7.46 -3.75
N 3.42 7.82 -4.12
C 3.55 9.17 -4.67
C 2.88 9.45 -6.01
O 3.45 8.75 -7.10
C 2.92 7.46 -7.33
H 3.29 3.78 -5.47
H 4.20 5.05 -4.64
H 3.37 3.79 -3.70
H 2.69 5.72 -2.63
H 0.96 5.78 -3.02
H 1.75 8.05 -2.88
H 1.35 7.65 -4.56
H 3.76 7.16 -4.80
H 4.62 9.36 -4.79
H 3.18 9.89 -3.93
H 3.04 10.51 -6.23
H 1.80 9.30 -5.98
H 1.86 7.39 -7.05
H 3.48 6.69 -6.80
H 3.01 7.25 -8.40
C -4.45 -7.98 -1.56
O -4.38 -8.03 -0.15
C -3.06 -7.89 0.37
C -2.93 -6.60 1.15
N -2.99 -5.44 0.26
C -3.08 -4.16 0.95
C -4.35 -3.86 1.75
O -5.51 -3.71 0.96
C -6.22 -4.90 0.68
H -5.48 -8.20 -1.85
H -4.19 -6.99 -1.94
H -3.79 -8.72 -2.02
H -2.31 -7.94 -0.42
H -2.89 -8.72 1.05
H -1.98 -6.59 1.68
H -3.74 -6.58 1.90
H -3.79 -5.54 -0.35
H -2.99 -3.38 0.19
H -2.22 -4.06 1.62
H -4.19 -2.89 2.23
H -4.52 -4.58 2.56
H -6.13 -5.63 1.49
H -5.89 -5.35 -0.26
H -7.27 -4.64 0.56
```

Total charge ... 0
SMILES string ... NCCC1=C(C[C@@H]2CO2)C(=O)C(CCCC(F)(F)C(F)(F)F)=C(CCc2ccccc2)C1=O.COCCNCCOC.COCCNCCOC

Atomic partial charges in e from the Löwdin method, atoms 1 to 4:
1 N 0.012
2 C -0.242
3 C -0.131
4 C -0.101

# 2
This record from the OMol25 dataset describes a molecular structure, C36H56N3OP2Pb at a distorted geometry. The level of theory is ωB97M-V/def2-TZVPD.

```
99
C36H56N3OP2Pb (ωB97M-V/def2-TZVPD)
C -1.99 1.53 -2.29
C -1.54 -0.79 -2.27
C -3.12 1.37 -3.09
C -2.73 -0.99 -2.99
C -3.51 0.08 -3.43
H -3.63 2.25 -3.48
H -2.99 -2.01 -3.26
H -4.38 -0.09 -4.06
N -1.29 0.48 -1.81
P -0.67 3.10 -0.33
P 0.25 -2.84 -0.82
C -1.59 2.97 -1.89
H -1.03 3.46 -2.71
H -2.54 3.51 -1.81
C -0.52 -1.89 -2.29
H -0.78 -2.67 -3.14
C 1.03 -4.33 -1.81
C -0.44 -3.41 1.02
C 0.89 4.11 -0.64
C -1.94 3.87 0.86
C 2.56 -4.20 -1.68
H 2.89 -4.35 -0.65
H 3.02 -4.96 -2.31
H 2.91 -3.22 -2.02
C 0.58 -5.68 -1.21
H 0.82 -5.78 -0.13
H -0.49 -5.85 -1.34
H 1.11 -6.50 -1.73
C 0.71 -4.37 -3.33
H 1.55 -4.88 -3.86
H -0.22 -4.96 -3.57
H 0.61 -3.35 -3.75
C 0.69 -4.10 1.82
H 1.56 -3.42 1.91
H 0.33 -4.31 2.85
H 1.06 -5.05 1.41
C -0.85 -2.18 1.86
H 0.00 -1.48 1.96
H -1.73 -1.67 1.45
H -1.09 -2.51 2.89
C -1.68 -4.28 0.79
H -1.44 -5.24 0.32
H -2.18 -4.50 1.76
H -2.40 -3.75 0.14
C -1.20 4.19 2.17
H -1.91 4.65 2.87
H -0.80 3.27 2.64
H -0.37 4.91 2.02
C -3.01 2.79 1.10
H -3.42 2.37 0.16
H -2.62 1.95 1.71
H -3.84 3.25 1.66
C -2.64 5.13 0.32
H -3.39 5.43 1.08
H -1.96 5.99 0.19
H -3.18 4.96 -0.62
C 1.59 3.58 -1.91
H 0.99 3.74 -2.82
H 2.53 4.13 -2.03
H 1.84 2.49 -1.83
C 1.86 3.90 0.56
H 2.14 2.84 0.69
H 2.78 4.46 0.34
H 1.46 4.28 1.51
C 0.49 5.59 -0.79
H -0.28 5.73 -1.57
H 0.15 6.03 0.16
H 1.39 6.15 -1.10
Pb 0.34 0.55 0.12
C -0.90 0.91 2.76
O -1.09 0.45 3.79
N 1.49 -0.53 -1.63
C 1.16 -1.06 -2.73
C 1.98 -0.84 -4.09
C 1.68 -1.78 -5.24
C 1.65 0.59 -4.53
C 3.44 -1.02 -3.66
H 1.94 -2.82 -5.00
H 0.60 -1.73 -5.52
H 2.28 -1.50 -6.14
H 1.91 1.32 -3.76
H 2.15 0.88 -5.48
H 0.56 0.66 -4.67
H 4.17 -0.80 -4.46
H 3.65 -0.40 -2.78
H 3.58 -2.05 -3.33
N 1.80 0.33 2.20
C 2.22 0.34 3.30
C 2.70 0.36 4.63
C 2.11 1.22 5.59
C 2.47 1.11 6.94
C 3.43 0.16 7.34
C 4.09 -0.62 6.38
C 3.72 -0.52 5.02
H 1.36 1.96 5.26
H 1.99 1.76 7.67
H 3.67 0.04 8.39
H 4.88 -1.32 6.67
H 4.23 -1.13 4.25
```

Total charge ... +1

Atomic partial charges in e from the Löwdin method, atoms 1 to 4:
1 C -0.311
2 C -0.296
3 C -0.030
4 C -0.026

# 3
This record from the OMol25 dataset describes a molecular structure, C36H57BN8O9Pb at a distorted geometry. The level of theory is ωB97M-V/def2-TZVPD.

```
112
C36H57BN8O9Pb (ωB97M-V/def2-TZVPD)
Pb 3.70 -1.53 3.05
O -2.50 -3.77 -1.32
C -1.79 -2.80 -1.34
O -1.68 -1.92 -0.36
B -0.43 -1.16 -0.53
O -0.02 -1.39 -1.92
C -0.81 -2.34 -2.45
O -0.64 -2.83 -3.53
O 0.61 -1.44 0.47
C 0.77 -0.38 1.30
O 1.55 -0.35 2.22
C -0.19 0.69 0.80
O -0.80 0.28 -0.28
O -0.35 1.76 1.35
O 1.89 -3.13 2.91
H 1.04 -2.82 2.58
C 1.13 3.39 3.23
C -0.01 4.47 3.28
C -0.92 4.24 4.51
C -0.27 4.36 5.80
N 0.27 4.35 6.81
H 2.00 3.49 3.87
H 1.45 3.48 2.19
H 0.59 2.45 3.31
H -0.60 4.33 2.38
H 0.46 5.45 3.26
H -1.31 3.22 4.44
H -1.76 4.94 4.55
C 2.98 0.46 -4.27
C 2.70 -0.25 -2.94
C 3.91 -0.19 -2.02
C 3.81 -0.96 -0.80
N 3.73 -1.55 0.19
H 3.62 1.34 -4.17
H 2.12 0.81 -4.84
H 3.58 -0.31 -4.74
H 2.39 -1.29 -3.08
H 1.79 0.14 -2.48
H 4.14 0.82 -1.68
H 4.73 -0.61 -2.61
C -2.41 -1.06 -8.99
C -2.68 -1.94 -7.72
C -1.93 -1.56 -6.41
C -0.62 -0.88 -6.56
N 0.38 -0.32 -6.67
H -2.83 -0.06 -8.99
H -2.83 -1.67 -9.79
H -1.34 -0.97 -9.18
H -2.26 -2.89 -8.05
H -3.75 -1.98 -7.54
H -1.98 -2.24 -5.57
H -2.49 -0.77 -5.90
C 3.16 -4.04 -6.48
C 3.31 -3.83 -4.94
C 2.02 -3.72 -4.12
C 2.16 -3.79 -2.67
N 2.34 -3.77 -1.53
H 2.62 -4.97 -6.67
H 4.15 -4.11 -6.94
H 2.48 -3.28 -6.88
H 3.85 -2.88 -4.89
H 3.92 -4.68 -4.63
H 1.51 -4.66 -4.37
H 1.63 -2.76 -4.44
C 3.52 4.29 6.32
C 3.94 3.08 7.12
C 3.18 1.72 6.94
C 2.99 1.28 5.56
N 2.93 0.97 4.45
H 3.52 4.08 5.25
H 4.22 5.08 6.58
H 2.53 4.71 6.51
H 3.93 3.43 8.16
H 5.00 2.92 6.94
H 2.34 1.48 7.59
H 3.95 1.05 7.34
C -5.03 -4.06 3.63
C -4.18 -4.57 2.47
C -2.94 -3.75 2.13
C -1.80 -3.92 2.97
N -0.90 -3.98 3.69
H -5.56 -3.17 3.27
H -4.51 -3.78 4.54
H -5.79 -4.77 3.95
H -4.75 -5.03 1.67
H -3.68 -5.46 2.86
H -3.22 -2.70 2.29
H -2.59 -3.83 1.10
C -3.24 0.65 3.37
C -2.26 -0.47 3.83
C -1.20 0.06 4.79
C -0.13 -0.93 5.02
N 0.73 -1.66 5.22
H -3.65 0.23 2.46
H -2.71 1.55 3.05
H -4.06 0.90 4.04
H -1.86 -0.94 2.92
H -2.87 -1.26 4.25
H -1.72 0.35 5.70
H -0.80 0.98 4.37
C -0.94 3.49 -2.36
C -1.78 4.45 -3.23
C -2.92 5.11 -2.47
C -2.43 6.07 -1.44
N -2.06 6.83 -0.67
H -0.14 3.08 -2.99
H -1.45 2.69 -1.82
H -0.39 4.02 -1.57
H -2.28 3.82 -3.98
H -1.19 5.18 -3.77
H -3.61 4.34 -2.14
H -3.45 5.78 -3.15
```

ΔE to the lowest compared entry with this formula, charge and spin ... 21.53 kcal/mol
Total charge ... 0

Atomic partial charges in e from the Löwdin method, atoms 1 to 4:
1 Pb 1.404
2 O 0.159
3 C -0.374
4 O 0.220

# 4
This record from the OMol25 dataset describes 5 unconnected molecules or ions with the total composition C36H57ClNO16PS at a distorted geometry. The level of theory is ωB97M-V/def2-TZVPD.

```
113
C36H57ClNO16PS (ωB97M-V/def2-TZVPD)
C 3.58 -0.89 3.22
C 3.72 -0.42 1.77
C 3.46 -1.56 0.77
C 4.31 -1.50 -0.52
C 3.53 -1.07 -1.76
C 3.35 0.44 -1.95
C 2.15 0.90 -1.13
C 1.59 2.25 -1.53
C 0.42 2.19 -2.55
C 0.19 0.92 -3.39
C 0.72 0.87 -4.81
Cl 0.11 2.20 -5.82
C 1.06 3.04 -0.29
C 0.40 2.21 0.83
C -1.14 2.00 0.77
N -1.57 0.61 0.89
C -1.04 -0.23 -0.18
C -1.76 -1.55 -0.45
C -0.97 -2.55 -1.05
C -1.47 -3.80 -1.40
C -2.81 -4.08 -1.15
C -3.60 -3.10 -0.54
C -3.09 -1.85 -0.18
O -3.93 -0.96 0.45
C 2.82 3.12 -2.04
P 3.08 3.16 -3.89
C 4.76 2.63 -4.38
C 2.95 4.93 -4.38
S 4.32 2.67 -1.18
O 5.42 3.46 -1.63
O 4.08 2.72 0.24
O 4.55 1.15 -1.60
H 3.35 -0.03 3.85
H 2.73 -1.57 3.29
H 4.49 -1.36 3.59
H 4.72 -0.02 1.61
H 3.02 0.40 1.63
H 3.74 -2.47 1.30
H 2.40 -1.66 0.54
H 5.20 -0.91 -0.34
H 4.66 -2.51 -0.72
H 4.08 -1.43 -2.63
H 2.56 -1.55 -1.76
H 3.12 0.58 -3.00
H 1.41 0.12 -1.13
H 2.48 0.97 -0.10
H -0.48 2.31 -1.96
H 0.42 3.04 -3.22
H -0.89 0.82 -3.51
H 0.51 -0.01 -2.91
H 0.35 -0.04 -5.27
H 1.80 0.82 -4.86
H 1.85 3.63 0.16
H 0.33 3.75 -0.68
H 0.59 2.76 1.75
H 0.86 1.24 0.98
H -1.58 2.46 -0.12
H -1.59 2.51 1.62
H -1.26 0.25 1.79
H -1.06 0.34 -1.10
H -0.02 -0.52 0.06
H 0.08 -2.34 -1.24
H -0.81 -4.53 -1.84
H -3.22 -5.04 -1.42
H -4.65 -3.30 -0.33
H -4.53 -0.56 -0.19
H 2.67 4.15 -1.73
H 4.77 2.71 -5.47
H 5.55 3.28 -4.02
H 4.97 1.60 -4.13
H 1.91 5.14 -4.57
H 3.25 5.56 -3.55
H 3.56 5.10 -5.26
O -8.93 -1.53 4.43
C -8.07 -1.57 3.61
O -6.78 -1.89 3.86
C -6.11 -2.07 2.60
C -6.97 -1.26 1.66
O -8.25 -1.32 2.29
H -5.09 -1.72 2.65
H -6.12 -3.13 2.35
H -6.65 -0.21 1.61
H -7.00 -1.67 0.66
O 1.97 -3.79 -0.80
C 1.69 -4.52 0.09
O 1.63 -5.87 -0.01
C 1.47 -6.41 1.31
C 0.87 -5.25 2.07
O 1.38 -4.12 1.34
H 0.84 -7.29 1.29
H 2.46 -6.69 1.69
H -0.22 -5.23 2.01
H 1.17 -5.20 3.11
O 0.30 5.51 -2.85
C 0.11 6.29 -1.97
O 1.05 7.10 -1.45
C 0.40 8.04 -0.58
C -0.87 7.30 -0.21
O -1.08 6.47 -1.35
H 1.03 8.27 0.27
H 0.20 8.96 -1.14
H -0.74 6.67 0.67
H -1.72 7.96 -0.05
O -1.74 -3.88 4.63
C -2.85 -4.08 5.00
O -3.87 -4.49 4.19
C -4.98 -4.84 5.02
C -4.71 -4.05 6.29
O -3.28 -3.95 6.28
H -5.92 -4.57 4.55
H -4.96 -5.92 5.19
H -5.14 -3.05 6.25
H -5.05 -4.56 7.19
```

Total charge ... 0
SMILES string ... CCCCC[C@H]1C[C@@](CCCCl)(CCCNCc2ccccc2O)[C@H](P(C)C)S(=O)(=O)O1.O=C1OCCO1.O=C1OCCO1.O=C1OCCO1.O=C1OCCO1

Atomic partial charges in e from the Löwdin method, atoms 1 to 4:
1 C -0.101
2 C -0.247
3 C -0.201
4 C -0.165

Ordered HOMO level results: -8.58; -8.65; -8.78; -7.60; unit eV.